Below is 8 unconnected molecules or ions with the total composition C50H85NO19S7 in a non-equilibrium geometry, with properties calculated with ωB97M-V with the def2-TZVPD basis set.

ORCA input file:
```
! RIJCOSX wB97M-V def2-TZVPD def2/J DEFGRID3
* xyz 0 1
C -4.2592 -3.6986 -2.6891
C -3.5862 -2.5052 -3.6279
O -2.6588 -1.7681 -2.7553
C -2.3976 -0.4166 -3.2964
C -1.3694 0.4236 -2.2926
C 0.0420 -0.4286 -2.0147
C 1.3639 0.5409 -2.2383
C 2.0853 0.9882 -0.8011
C 1.7083 2.5829 -0.4784
C 2.0876 3.6808 -1.4556
C 1.7021 5.2742 -1.1729
O 2.5549 6.2188 -1.5772
C 0.2869 5.5427 -0.3548
C -0.6798 6.8847 -0.6023
C -0.1562 7.9479 -1.7349
C -1.3314 8.8368 -2.4531
O -2.6176 8.1462 -2.6331
C -2.5023 6.9566 -3.4906
O -1.9592 6.9159 -4.7141
C -2.0250 7.0222 0.3249
C -2.4190 5.8361 1.4247
C -3.7930 5.9026 2.3520
C -5.0678 6.4374 1.4167
N -6.2912 5.5299 1.5650
C -1.4670 4.4886 1.6762
C -0.1180 4.3572 0.7535
C 0.8939 3.0349 0.9081
O 1.0131 2.3522 2.0797
H -3.9448 -4.7217 -3.2008
H -3.8406 -3.6294 -1.5815
H -5.4207 -3.5591 -2.7066
H -4.4045 -1.7490 -4.0156
H -2.9912 -2.9493 -4.5513
H -3.4427 0.1345 -3.4368
H -1.9302 -0.4790 -4.3819
H -1.1684 1.4588 -2.8047
H -1.9813 0.6197 -1.3046
H 0.0811 -1.2517 -2.8765
H 0.0299 -0.9920 -0.9876
H 1.0381 1.4932 -2.8664
H 2.1792 -0.0607 -2.8235
H 3.2379 0.7840 -0.8251
H 1.5699 0.3327 0.0356
H 2.6733 3.3594 -2.4165
H 0.4551 7.4007 -2.5825
H 0.6172 8.6919 -1.2178
H -1.4200 9.8928 -1.9183
H -0.9334 9.0855 -3.5509
H -2.9923 5.9523 -3.0716
H -2.7199 7.9646 0.2151
H -3.6629 6.5320 3.3334
H -4.0615 4.7674 2.5995
H -5.3478 7.5267 1.7470
H -4.7623 6.4549 0.2629
H -6.9116 5.5872 0.7160
H -6.8938 5.9243 2.3478
H -1.7615 3.6600 2.4825
O -7.3620 5.9915 4.1700
S -6.9675 5.7338 5.5390
O -5.6549 5.2266 5.8856
C -7.2907 7.1964 6.5044
C -8.7275 7.0261 6.9747
C -8.8532 5.5643 7.4012
C -8.2146 4.7107 6.3069
H -7.1415 8.0882 5.8932
H -6.5970 7.1989 7.3505
H -8.9659 7.7103 7.7943
H -9.4197 7.2313 6.1494
H -8.3181 5.4130 8.3466
H -9.8970 5.2791 7.5658
H -7.7454 3.8137 6.7188
H -8.9431 4.4318 5.5406
O 2.9380 -2.4248 0.2706
S 3.3325 -2.6825 1.6396
O 4.6451 -3.1897 1.9862
C 3.0093 -1.2199 2.6050
C 1.5725 -1.3902 3.0753
C 1.4468 -2.8520 3.5018
C 2.0854 -3.7056 2.4075
H 3.1585 -0.3281 1.9938
H 3.7030 -1.2174 3.4511
H 1.3341 -0.7060 3.8949
H 0.8802 -1.1850 2.2500
H 1.9819 -3.0033 4.4472
H 0.4030 -3.1372 3.6664
H 2.5546 -4.6026 2.8194
H 1.3569 -3.9845 1.6412
O -2.8578 -5.3831 5.6882
S -1.7758 -5.3464 4.7270
O -1.5518 -4.2113 3.8542
C -0.2550 -5.7277 5.5741
C -0.1554 -7.2442 5.5026
C -0.5651 -7.6196 4.0793
C -1.8355 -6.8388 3.7468
H -0.2910 -5.3472 6.5963
H 0.5627 -5.2530 5.0236
H 0.8542 -7.5922 5.7397
H -0.8485 -7.7004 6.2194
H 0.2341 -7.3374 3.3833
H -0.7255 -8.6973 3.9753
H -1.8801 -6.5757 2.6869
H -2.7331 -7.3951 4.0307
O 0.9097 -0.8301 -4.8628
S 1.1300 -0.6330 -6.2801
O 0.2001 0.1011 -7.1148
C 2.7630 0.0428 -6.5089
C 3.6623 -1.1790 -6.6244
C 2.9115 -2.1627 -7.5206
C 1.4660 -2.2197 -7.0291
H 3.0215 0.6885 -5.6680
H 2.7595 0.6185 -7.4393
H 4.6416 -0.9197 -7.0370
H 3.8184 -1.6254 -5.6350
H 2.9349 -1.8032 -8.5566
H 3.3724 -3.1553 -7.5073
H 0.7674 -2.3878 -7.8527
H 1.3333 -2.9902 -6.2647
O 2.7286 8.8717 4.2541
S 3.5791 7.7003 4.2311
O 4.2187 7.1827 5.4242
C 2.6934 6.3751 3.4341
C 3.0214 6.5390 1.9575
C 4.5165 6.8481 1.8971
C 4.8073 7.9147 2.9516
H 1.6266 6.4564 3.6488
H 3.0852 5.4301 3.8220
H 2.7692 5.6400 1.3876
H 2.4533 7.3775 1.5373
H 5.0864 5.9391 2.1249
H 4.8203 7.1847 0.9009
H 5.8048 7.7938 3.3817
H 4.6977 8.9227 2.5421
O -0.3135 -10.9097 3.8577
S -0.3287 -11.3485 5.2374
O -1.0086 -10.6060 6.2799
C -0.8815 -13.0419 5.2852
C 0.3930 -13.8577 5.1274
C 1.4332 -13.1768 6.0156
C 1.3518 -11.6748 5.7485
H -1.6073 -13.2207 4.4900
H -1.3421 -13.2160 6.2622
H 0.2387 -14.9029 5.4107
H 0.7267 -13.8349 4.0831
H 1.2010 -13.3773 7.0686
H 2.4410 -13.5579 5.8236
H 1.5777 -11.0937 6.6462
H 2.0177 -11.3764 4.9341
O 5.1140 -0.9106 -9.6602
S 5.9646 -2.0820 -9.6832
O 6.6042 -2.5996 -8.4902
C 5.0789 -3.4071 -10.4803
C 5.4069 -3.2432 -11.9569
C 6.9020 -2.9341 -12.0172
C 7.1928 -1.8675 -10.9628
H 4.0120 -3.3258 -10.2655
H 5.4706 -4.3522 -10.0924
H 5.1547 -4.1423 -12.5267
H 4.8387 -2.4047 -12.3771
H 7.4718 -3.8431 -11.7894
H 7.2057 -2.5976 -13.0134
H 8.1902 -1.9885 -10.5327
H 7.0832 -0.8596 -11.3722
*
```

## Properties
- SMILES: CCOCCCCCC1=CC(=O)c2c(CCOC=O)cc(CCN)cc2C1=O.O=S1(=O)CCCC1.O=S1(=O)CCCC1.O=S1(=O)CCCC1.O=S1(=O)CCCC1.O=S1(=O)CCCC1.O=S1(=O)CCCC1.O=S1(=O)CCCC1
- Frontier orbital gap: 7.1 eV
- Maximum force: 0.1696 hartree/bohr
- HOMO: -0.3089 hartree
- Lowest unoccupied orbital energy: -1.34 eV
- Energy: -6227.05145 Eh

Atomic partial charges in e from the Mulliken method, atoms 1 to 6: atom 1 (C): -0.801, atom 2 (C): -0.221, atom 3 (O): -0.265, atom 4 (C): -0.532, atom 5 (C): -0.557, atom 6 (C): -0.007

Below is 12 unconnected molecules or ions with the total composition C4H32N8O12 in a non-equilibrium geometry, with properties calculated with ωB97M-V with the def2-TZVPD basis set.

ORCA input file:
```
! RIJCOSX wB97M-V def2-TZVPD def2/J DEFGRID3
* xyz 1 2
O 1.7582 0.5585 -3.1370
H 1.5287 0.6914 -4.0567
H 0.9483 0.2513 -2.7295
O 0.2177 -4.7366 1.0508
H 0.0396 -5.2972 1.8059
H 0.1901 -3.8462 1.4011
O 1.0280 -3.7704 -1.4676
H 1.2025 -3.6052 -2.3942
H 1.4462 -3.0407 -1.0107
O 4.3234 -0.7315 -2.9474
H 3.3852 -0.5452 -2.9101
H 4.3747 -1.6708 -3.1241
O -5.1639 -0.0859 1.4299
H -5.7230 0.6853 1.5243
H -4.8235 -0.2448 2.3103
O -5.0287 -0.9108 -1.0669
H -4.8826 -0.7914 -0.1285
H -5.9550 -1.1412 -1.1381
O 2.8388 -2.2428 -0.2306
H 3.6080 -2.8121 -0.2541
H 3.1859 -1.3796 -0.0055
O -1.8129 -3.2062 -1.2650
H -1.2480 -2.7392 -0.6495
H -1.6991 -2.7424 -2.0946
C -0.4655 -0.5140 0.1942
O -0.4296 -1.6611 0.4355
N -1.4253 0.2775 0.5545
N 0.4884 0.1334 -0.4740
H -2.2493 -0.0926 1.0063
H -1.3165 1.2779 0.4681
H 1.3756 -0.2469 -0.7715
H 0.3546 1.1343 -0.4882
C 1.5988 3.7017 0.0268
O 0.6097 3.0504 -0.1118
N 1.9901 4.5773 -0.9216
N 2.3859 3.7571 1.0617
H 2.6611 5.2425 -0.5648
H 1.5426 4.5650 -1.8269
H 3.3280 4.1207 1.0440
H 2.1021 2.9665 1.6225
C 0.9345 -2.3126 3.7497
O -0.0141 -3.0493 3.4212
N 1.6964 -1.6722 2.8320
N 1.3133 -2.0894 4.9536
H 1.3945 -1.8301 1.8812
H 2.4786 -1.0624 3.0227
H 0.9276 -2.5804 5.7475
H 2.0658 -1.4332 5.1059
C -2.6073 3.3511 -1.6089
O -3.6544 3.0994 -2.1439
N -1.5223 2.7845 -1.9706
N -2.4516 4.0597 -0.5845
H -0.6989 3.0697 -1.4599
H -1.3700 2.0668 -2.6648
H -3.2728 4.5173 -0.2152
H -1.5086 4.1448 -0.2330
*
```

## Properties
- Frontier orbital gap (spin up / spin down): 8.6 / 2.5 eV
- Maximum force: 0.1406 hartree/bohr
- HOMO (spin up / spin down): -0.4174 / -0.4174 hartree
- Expectation value of S²: 0.76
- Lowest unoccupied orbital energy (spin up / spin down): -2.79 / -8.85 eV
- Energy: -1512.27556 Eh

Atomic partial charges in e from the Mulliken method, atoms 1 to 6: atom 1 (O): -0.641, atom 2 (H): 0.299, atom 3 (H): 0.323, atom 4 (O): -0.561, atom 5 (H): 0.323, atom 6 (H): 0.361

Below is 2 unconnected molecules or ions with the total composition C10H10N2O2S in a non-equilibrium geometry, with properties calculated with ωB97M-V with the def2-TZVPD basis set.

ORCA input file:
```
! RIJCOSX wB97M-V def2-TZVPD def2/J DEFGRID3
* xyz 0 1
C 1.8957 -0.0230 0.6781
C 1.1268 1.0386 1.0619
C 0.0169 1.6327 0.2605
C -0.0116 1.7290 -1.1082
C -1.2421 2.4010 -1.3564
C -1.7526 2.7181 -0.1458
N -0.9900 2.2230 0.8478
N 1.4447 1.6227 2.3486
O 2.6318 1.6817 2.7586
O 0.4810 2.0524 2.9816
H 2.7547 -0.3174 1.4182
H 1.7602 -0.7380 -0.1908
H 0.5989 1.2911 -1.8490
H -1.6153 3.0466 -2.1957
H -2.7079 3.1430 0.1471
H -1.2397 2.3785 1.8879
C 0.2795 -3.5460 -1.1888
C -0.3223 -2.3644 -1.6966
C -1.1863 -1.8591 -0.8098
S -1.1791 -2.7830 0.6750
C -0.0702 -3.8898 0.0598
H 0.9809 -4.0087 -1.8605
H -0.0758 -1.9668 -2.6340
H -1.7544 -0.8896 -0.8300
H 0.1760 -4.5725 0.7404
*
```

## Properties
- SMILES: C=C(c1ccc[nH]1)[N+](=O)[O-].c1ccsc1
- Frontier orbital gap: 7.8 eV
- Maximum force: 0.1032 hartree/bohr
- HOMO: -0.3114 hartree
- Lowest unoccupied orbital energy: -0.68 eV
- Energy above the lowest of the compared OMol25 structures with the same formula, charge and spin: 454.2 kJ/mol
- Energy: -1045.05296 Eh

Atomic partial charges in e from the Mulliken method, atoms 1 to 6: atom 1 (C): -0.873, atom 2 (C): 0.362, atom 3 (C): 0.517, atom 4 (C): -0.665, atom 5 (C): -0.517, atom 6 (C): -0.455

Below is a single C23H27N3O4S2 molecule in a non-equilibrium geometry, with properties calculated with ωB97M-V with the def2-TZVPD basis set.

ORCA input file:
```
! RIJCOSX wB97M-V def2-TZVPD def2/J DEFGRID3
* xyz 0 1
C -8.0017 -2.3483 1.4449
C -6.9710 -1.5848 1.7526
C -5.8573 -1.2778 0.7922
N -6.0692 -0.0044 0.1331
C -6.0613 1.2128 0.9158
C -4.7235 1.5641 1.4994
C -4.1747 2.7615 1.4248
S -5.5269 0.1388 -1.4291
O -5.7596 -1.1182 -2.0769
O -6.1113 1.3246 -1.9794
C -3.7533 0.3899 -1.2919
C -2.9393 -0.6894 -1.0049
C -1.5802 -0.4955 -0.8269
C -1.0448 0.7870 -0.9379
C 0.3969 1.0887 -0.7406
O 0.8171 2.2175 -0.5362
N 1.2476 0.0333 -0.8086
C 2.6003 0.1944 -0.6819
S 3.3028 1.7411 -0.4329
C 4.8877 1.0220 -0.4610
C 4.8595 -0.3287 -0.6341
C 3.5250 -0.8352 -0.7212
C 3.0306 -2.2156 -0.7561
N 3.8641 -3.1874 -0.3174
O 1.8897 -2.4972 -1.1196
C 6.1372 -1.0987 -0.7859
C 6.9465 -1.1307 0.5169
C 7.7469 0.1512 0.7486
C 6.9047 1.4069 0.9743
C 6.1054 1.8554 -0.2570
C -1.8816 1.8631 -1.2350
C -3.2367 1.6651 -1.4150
H -8.7959 -2.5456 2.1449
H -8.0884 -2.8057 0.4736
H -6.8958 -1.1269 2.7301
H -4.8905 -1.3029 1.3169
H -5.8495 -2.0142 -0.0126
H -6.4008 2.0021 0.2431
H -6.7995 1.1001 1.7183
H -4.2107 0.7626 2.0152
H -3.2164 2.9798 1.8642
H -4.6695 3.5766 0.9237
H -3.3745 -1.6741 -0.9423
H -0.9554 -1.3439 -0.5913
H 0.9855 -0.9333 -1.0324
H 4.7099 -2.9759 0.1788
H 3.4943 -4.1229 -0.2693
H 5.9350 -2.1081 -1.1426
H 6.7431 -0.6092 -1.5539
H 6.2766 -1.2965 1.3647
H 7.6510 -1.9656 0.4782
H 8.3821 0.0045 1.6261
H 8.4067 0.3147 -0.1073
H 6.2157 1.2424 1.8052
H 7.5801 2.2166 1.2590
H 5.7966 2.8936 -0.1274
H 6.7496 1.8057 -1.1407
H -1.4430 2.8459 -1.3183
H -3.9057 2.4748 -1.6575
*
```

## Properties
- SMILES: C=CCN(CC=C)S(=O)(=O)c1ccc(C(=O)Nc2sc3c(c2C(N)=O)CCCCC3)cc1
- Frontier orbital gap: 7.8 eV
- Maximum force: 0.0216 hartree/bohr
- HOMO: -0.2923 hartree
- Lowest unoccupied orbital energy: -0.11 eV
- Energy above the lowest of the compared OMol25 structures with the same formula, charge and spin: 204.7 kJ/mol
- Energy: -2154.24005 Eh

Atomic partial charges in e from the Mulliken method, atoms 1 to 6: atom 1 (C): -0.810, atom 2 (C): -0.314, atom 3 (C): -0.497, atom 4 (N): 0.208, atom 5 (C): -0.962, atom 6 (C): 0.278

Which of these has the lowest maximum force?
C23H27N3O4S2